[1]
Here is a cluster of 5 separate species, C26H59NO10S in total from the OMol25 dataset. Energies are from the ωB97M-V functional and the def2-TZVPD basis.

Atoms and positions in Å:
1 S 0.15992 3.71352 3.95436
2 O -8.85579 1.60318 0.43201
3 O 3.83468 -0.90483 -0.25686
4 O 0.75092 2.36949 3.21950
5 O 0.25501 -3.87476 0.12543
6 O 0.68317 4.85785 3.22992
7 O -4.79544 -0.57452 0.93697
8 O -1.36971 3.47916 3.51656
9 O 3.53266 0.86107 -4.89526
10 O -2.83461 -1.67456 1.06622
11 O 5.41548 -3.97250 0.34758
12 N 2.96270 0.58628 1.21096
13 C -4.28376 0.32000 -0.06924
14 C -10.17788 0.02935 1.71978
15 C 0.06898 -3.64423 -1.27251
16 C -3.31509 2.64389 -0.25167
17 C 2.51345 -0.51505 2.08488
18 C 5.82333 1.10938 -4.13848
19 C 3.20629 0.12334 -0.08608
20 C -1.14903 3.30218 1.02088
21 C 2.64679 0.87391 -1.26251
22 C 7.27928 -2.56642 0.98770
23 C -7.70960 0.31932 2.13637
24 C 2.10266 2.38553 2.73392
25 C 4.66563 1.72954 -4.90590
26 C -3.88090 -1.34007 1.56832
27 C 7.25629 -3.78103 -1.21701
28 C -0.67586 -4.80385 -1.91362
29 C 1.13940 -1.10894 1.72123
30 C -1.81989 3.94293 2.22419
31 C -9.00391 0.99575 1.71588
32 C -3.25781 1.30515 0.48816
33 C 2.14182 1.79295 1.32089
34 C 5.05652 2.08772 -6.33076
35 C -4.31830 -1.69069 2.95617
36 C -0.65994 -2.32534 -1.47161
37 C -1.98989 3.42617 -0.24848
38 C 6.82529 -3.81283 0.24209
39 H -7.45299 -0.48173 1.43882
40 H 5.01033 -3.19885 -0.06462
41 H -4.12090 -0.82872 3.59861
42 H -0.79769 -2.08110 -2.52709
43 H -2.88510 3.70002 2.22346
44 H 1.55636 0.78074 -1.28431
45 H 6.67896 1.78465 -4.09880
46 H -11.09356 0.53827 1.41971
47 H 8.34079 -3.70171 -1.30993
48 H -0.79443 -4.65212 -2.98756
49 H -0.18336 3.78726 0.85040
50 H -9.21769 1.82468 2.39264
51 H -0.92771 2.26003 1.24820
52 H 6.80500 -2.92161 -1.72076
53 H 2.73241 1.80661 3.41162
54 H 5.52391 0.86617 -3.11862
55 H 7.24708 -4.69756 0.72345
56 H -2.17260 4.48570 -0.45912
57 H 3.78165 0.04479 -5.34207
58 H 2.88815 1.93767 -1.26009
59 H 6.82380 -1.67776 0.54250
60 H 2.51447 2.55203 0.63523
61 H -1.67116 -4.90268 -1.47090
62 H -3.82501 -0.27008 -0.86727
63 H -8.67024 0.90199 -0.20189
64 H 1.10666 1.58763 1.03084
65 H -9.99793 -0.78521 1.01239
66 H -1.37848 3.06216 -1.08189
67 H -5.16142 0.83404 -0.46057
68 H -0.62191 -3.91380 0.52477
69 H 1.21508 -2.16026 1.45876
70 H -1.64004 -2.36840 -0.99293
71 H 3.28532 -1.28185 2.03188
72 H -10.32883 -0.40641 2.70827
73 H -3.44379 1.42862 1.56092
74 H 5.89209 2.78844 -6.34743
75 H 6.92683 -4.68375 -1.73174
76 H -5.39126 -1.88450 2.98200
77 H -7.79295 -0.11020 3.13650
78 H 2.50129 -0.17311 3.11908
79 H 3.04597 0.43793 -2.17757
80 H -0.10134 -1.51801 -0.99853
81 H -1.74145 5.03284 2.18177
82 H -0.14010 -5.73884 -1.75024
83 H 4.32869 2.62914 -4.38723
84 H 8.36447 -2.45447 0.95144
85 H 0.67385 -0.58889 0.87924
86 H -4.12589 3.26450 0.14090
87 H 6.96761 -2.61332 2.03115
88 H 2.49089 3.40307 2.72038
89 H 4.21456 2.53627 -6.85769
90 H 6.14305 0.18244 -4.62261
91 H 5.35515 1.18856 -6.87681
92 H -3.57166 2.43580 -1.29683
93 H -6.88545 1.03254 2.13167
94 H -2.26766 0.85416 0.38658
95 H 1.07508 -3.58418 -1.69075
96 H 0.44624 -1.00690 2.56002
97 H -3.75605 -2.55080 3.31270

Values from the calculation:
Kohn-Sham gap ... 0.3603 hartree
E ... -2231.3751 Eh
Charge ... 0



[2]
Here is a structure of composition C16H24CaCl2O20 in a non-equilibrium geometry from the OMol25 dataset. Energies are from the ωB97M-V functional and the def2-TZVPD basis.

Atoms and positions in Å:
1 Ca 0.85993 1.80067 -0.21782
2 Cl 1.12781 0.90053 -3.62355
3 Cl 0.65177 5.11744 0.08389
4 O 0.65260 -0.44597 -0.50012
5 O 0.03205 0.77952 1.97439
6 O -3.36987 0.39688 -2.07098
7 O -1.74774 0.91751 3.59461
8 O 1.34937 4.07831 0.78309
9 O -0.44946 5.34006 0.99379
10 O 2.79731 1.16761 1.24066
11 O -1.87903 1.43129 -0.71679
12 O 1.35673 6.34467 -0.20667
13 O -2.88307 -0.50253 -0.11826
14 O 4.49736 -0.14890 1.93230
15 O 1.54457 -2.33331 -1.33452
16 O 0.53878 1.99072 -2.88066
17 O -0.48170 -2.52055 -0.41414
18 O 0.07489 4.48312 -1.03381
19 O 0.07894 -0.04052 -3.82277
20 O -0.91186 2.71417 2.73016
21 O 2.21679 0.33290 -2.73737
22 O 4.33451 0.02379 -0.12737
23 O 1.63468 1.27049 -4.85692
24 C -2.62046 0.45145 -0.97108
25 C -2.50432 4.44317 3.50562
26 C -1.67431 3.20478 3.91710
27 C 3.79436 0.43024 1.01799
28 C 4.62980 -2.47719 1.52657
29 C 0.58111 -1.64080 -0.71066
30 C 1.19064 -3.65901 -1.34568
31 C -0.73549 1.41756 2.78220
32 C -0.22816 -3.73848 -1.12166
33 C 5.34232 -1.17793 1.48117
34 C 5.50986 -0.72980 0.04114
35 C -1.19788 -3.98469 -2.27317
36 C -3.78203 -1.37269 -0.63937
37 C -2.41185 1.90859 4.30247
38 C -4.02083 -1.58040 -3.17085
39 C -4.22978 -0.70289 -1.93775
40 H 4.21584 -2.75886 2.49477
41 H -4.05615 -0.96088 -4.06697
42 H 1.40682 -3.92955 -2.37920
43 H 1.88238 -4.21184 -0.71008
44 H -3.04854 -2.07275 -3.18981
45 H -0.74638 -3.46077 -3.11565
46 H -1.93216 5.27579 3.09637
47 H -3.42498 1.94052 3.90166
48 H 5.52552 -1.55433 -0.67161
49 H -2.45723 1.80500 5.38658
50 H -2.95562 4.91471 4.37859
51 H 6.34785 -0.04829 -0.10516
52 H 5.18801 -3.13457 0.85998
53 H -0.34947 -4.65502 -0.54431
54 H -0.94065 3.56292 4.63930
55 H -4.71467 -2.39147 -3.39187
56 H -3.34373 -2.35186 -0.83225
57 H 3.76948 -2.27886 0.88734
58 H -4.61694 -1.52905 0.04369
59 H 6.32292 -1.10876 1.95207
60 H -3.30726 4.14037 2.83352
61 H -5.20094 -0.22853 -1.79665
62 H -0.97506 -4.95684 -2.71291
63 H -2.25736 -3.89690 -2.03258

Values from the calculation:
Kohn-Sham gap ... 0.3292 hartree
E ... -3726.4511 Eh
Charge ... 0



[3]
Here is an isolated molecule of C4H8 in a non-equilibrium geometry from the OMol25 dataset. Energies are from the ωB97M-V functional and the def2-TZVPD basis.

Atoms and positions in Å:
1 C -0.18471 -0.43729 0.63541
2 C -0.67049 1.58714 -0.68218
3 C -0.51203 0.25733 -0.61298
4 C 1.15272 -1.21265 0.50079
5 H 2.02073 -0.46078 0.75103
6 H -0.04525 0.24306 1.52467
7 H -0.48587 2.29763 0.13914
8 H 1.22182 -1.96093 1.38288
9 H -0.77111 -0.40448 -1.46565
10 H -1.04184 2.01262 -1.66933
11 H -0.92001 -1.19267 0.81718
12 H 1.30864 -1.70163 -0.52613

Values from the calculation:
SMILES string ... C=CCC
Kohn-Sham gap ... 0.3955 hartree
E ... -157.1590 Eh
Energy above the lowest of the compared OMol25 structures with the same formula, charge and spin ... 15.66 kcal per mole
Charge ... 0



[4]
Here is a structure of composition C2H5MgO3Sr in a non-equilibrium geometry from the OMol25 dataset. Energies are from the ωB97M-V functional and the def2-TZVPD basis.

Atoms and positions in Å:
1 Sr 1.32632 -1.33449 -0.30062
2 Mg 1.37337 1.41697 0.36892
3 O 0.21850 -0.10570 1.15196
4 O 0.02529 -0.02221 -1.35292
5 O 2.70690 -0.07785 0.06878
6 C -1.22812 0.13164 -0.74143
7 C -1.13813 -0.15417 0.78564
8 H -1.56689 -1.13965 1.04917
9 H -1.49738 1.19910 -0.87387
10 H 3.58913 -0.04382 -0.29458
11 H -2.05179 -0.43953 -1.20625
12 H -1.75720 0.56973 1.34520

Values from the calculation:
Kohn-Sham gap (alpha / beta) ... 0.1733 / 0.2841 hartree
E ... -535.7166 Eh
Energy above the lowest of the compared OMol25 structures with the same formula, charge and spin ... 0.00 kcal per mole
Spin multiplicity ... 2
Charge ... 0



[5]
Here is an isolated molecule of C5H6N2O in a non-equilibrium geometry from the OMol25 dataset. Energies are from the ωB97M-V functional and the def2-TZVPD basis.

Atoms and positions in Å:
1 O 1.49243 -0.60700 -1.84993
2 N -0.82733 0.80952 0.70054
3 N -1.72820 -0.06640 -0.06223
4 C -1.16097 -0.66884 -1.01637
5 C 1.01166 -0.50574 -0.45913
6 C -0.01613 0.34454 1.76546
7 C 0.11800 -0.22874 -1.52504
8 C 0.73723 0.59474 0.53720
9 H 0.96243 -1.51273 0.00149
10 H 0.05777 1.37606 2.41182
11 H 0.01051 0.92763 -1.44162
12 H -0.18130 -0.69842 2.08654
13 H 1.49059 1.54051 0.40141
14 H -1.96670 -1.30514 -1.55015

Values from the calculation:
SMILES string ... C1=NN2C[C@H]2[C@@H]2O[C@@H]12
Kohn-Sham gap ... 0.3760 hartree
E ... -378.5902 Eh
Energy above the lowest of the compared OMol25 structures with the same formula, charge and spin ... 176.18 kcal per mole
Charge ... 0



[6]
Here is a structure of composition C30H38NO6PPtSe in a non-equilibrium geometry from the OMol25 dataset. Energies are from the ωB97M-V functional and the def2-TZVPD basis.

Atoms and positions in Å:
1 Pt -0.05393 -0.38185 -1.04174
2 Se 0.12554 -2.21913 -3.41157
3 P 2.14303 -0.57291 -0.49827
4 O -0.36334 1.87937 -0.97922
5 O -2.34748 0.01356 -1.32070
6 O -0.21872 -2.62770 -1.86179
7 O -1.00227 -2.73734 -4.45307
8 O 0.08636 -0.59729 -3.39712
9 O 1.61487 -2.78724 -3.84233
10 N -0.37363 -0.45527 1.11840
11 C -3.71585 0.57301 2.49078
12 C 2.11746 -3.11807 0.32769
13 C -5.81963 -0.68851 2.89868
14 C -0.53610 3.74533 -2.36722
15 C -1.66732 1.98650 2.04987
16 C 3.41219 0.59615 -1.24572
17 C 0.72167 -0.25315 1.83659
18 C 0.69382 -0.20106 3.25593
19 C 3.10248 0.09752 3.43002
20 C 3.15198 0.01670 2.04771
21 C -4.13842 0.28359 -2.83660
22 C 1.84124 -0.04464 4.02079
23 C -1.72271 -0.48416 1.60662
24 C -2.18555 3.92447 -4.10434
25 C -0.98330 2.45632 -1.92761
26 C 4.33046 0.33344 4.26366
27 C 2.96467 2.02243 -0.87691
28 C 4.40184 -2.30741 -0.36688
29 C -3.75127 -1.74717 1.95897
30 C -2.11081 1.92677 -2.66913
31 C -4.41511 -0.62116 2.45559
32 C 2.89513 -2.23296 -0.62411
33 C -1.14462 4.48161 -3.34551
34 C 3.40676 0.38924 -2.77085
35 C -2.77713 0.69859 -2.24199
36 C -2.41798 -1.69647 1.59050
37 C -2.39011 0.66917 2.06218
38 C -1.69316 -2.96574 1.12626
39 C -2.64554 2.67284 -3.74079
40 C 2.03175 -0.21102 1.25164
41 H -2.37705 -3.82058 1.28440
42 H -4.91329 0.99328 -2.49720
43 H -3.42552 2.23622 -4.32664
44 H 1.05317 -3.09510 0.24068
45 H -1.38142 -2.91248 0.07918
46 H 4.10319 0.15380 1.57086
47 H 4.88889 -1.70119 -1.13383
48 H 4.72359 -3.32243 -0.54783
49 H 5.22183 0.29452 3.66467
50 H 2.71026 -2.61160 -1.61565
51 H -0.78746 5.48170 -3.62293
52 H 4.38920 0.38031 -0.82667
53 H -6.23711 0.31772 2.95077
54 H -6.41745 -1.26828 2.23219
55 H -0.82321 1.95572 2.72776
56 H -4.38328 -0.68810 -2.42095
57 H 3.63663 -0.63360 -2.98789
58 H -2.37815 2.75433 2.40716
59 H -5.98572 -1.07212 3.90218
60 H -4.18783 1.50162 2.85795
61 H 4.11281 1.06300 -3.25055
62 H 3.61607 2.77437 -1.37765
63 H -0.20511 -0.48114 3.83465
64 H -4.13910 0.26965 -3.90206
65 H -2.67806 4.43867 -4.91662
66 H 0.30780 4.17526 -1.81746
67 H 4.31096 1.26743 4.86421
68 H 2.37169 0.57928 -3.11593
69 H 4.39243 -0.49077 5.00701
70 H 3.02924 2.18550 0.19880
71 H 2.38387 -4.16000 0.16519
72 H -1.29219 2.15822 1.04831
73 H 1.77842 0.06261 5.09255
74 H -0.80598 -3.18924 1.73401
75 H 1.91973 2.19536 -1.19732
76 H -4.16518 -2.74592 1.86802
77 H 4.70689 -1.99702 0.60935
78 H 2.35915 -2.86534 1.34886

Values from the calculation:
Kohn-Sham gap (alpha / beta) ... 0.1834 / 0.2254 hartree
E ... -4534.2418 Eh
Energy above the lowest of the compared OMol25 structures with the same formula, charge and spin ... 0.00 kcal per mole
Spin multiplicity ... 3
Charge ... -2